(1)
Below is one molecule with the formula C5H11N, with properties calculated with wB97M-V/def2-TZVPD.

```
17
Properties=species:S:1:pos:R:3
C 2.532 -0.436 0.813
C 1.393 -0.549 -0.231
C 0.179 -0.251 0.600
C -0.451 1.032 0.194
N -1.558 0.354 -0.486
C -2.673 -0.061 0.350
H 2.481 0.504 1.375
H 2.474 -1.257 1.533
H 3.505 -0.469 0.313
H 1.599 0.148 -1.065
H 1.406 -1.573 -0.621
H -1.292 -0.300 -1.211
H 0.080 1.688 -0.516
H -0.876 1.633 1.003
H -3.343 -0.704 -0.227
H -3.240 0.828 0.654
H -2.347 -0.598 1.249
```

As for the net charge: 0. The calculation puts the total energy at -6849.5103 eV. The value obtained for the highest occupied orbital energy is -8.002 eV. The energy above the lowest of the compared OMol25 structures with the same formula, charge and spin is 4.018 eV. As for the LUMO energy: 0.78 eV.

=====

(2)
Below is CH14FeO6 as an isolated structure at a distorted geometry, with properties calculated with wB97M-V/def2-TZVPD.

```
22
Properties=species:S:1:pos:R:3
Fe -0.512 0.465 0.386
C 2.083 -1.894 -2.291
O 1.503 -0.672 -1.794
H 3.155 -1.895 -2.095
H 1.645 -2.858 -2.032
H 1.949 -1.759 -3.364
H 2.057 -0.021 -2.231
O 1.563 -0.270 2.343
H 1.765 0.048 3.223
H 1.912 -1.161 2.324
O -1.991 1.538 2.634
H -2.292 2.440 2.739
H -2.290 1.091 3.427
O 0.729 3.117 0.337
H 1.670 3.106 0.163
H 0.488 4.043 0.292
O -1.713 -2.163 0.938
H -2.669 -2.165 0.982
H -1.471 -3.089 0.931
O -2.359 0.649 -1.955
H -3.006 0.086 -2.380
H -2.216 1.362 -2.577
```

As for the net charge: +2. The calculation puts the total energy at -47917.2164 eV. The expectation value of S² is 6.0035. The value obtained for the highest occupied orbital energy (spin up / spin down) is -17.038 / -17.019 eV. The energy above the lowest of the compared OMol25 structures with the same formula, charge and spin is 5.314 eV. Its spin multiplicity is 5. As for the LUMO energy (spin up / spin down): -10.09 / -11.36 eV.

=====

(3)
Below is a 3-piece molecular cluster, C2H5ClN2O3 overall at a distorted geometry, with properties calculated with wB97M-V/def2-TZVPD.

```
13
Properties=species:S:1:pos:R:3
C 3.243 2.567 0.451
C -0.362 0.714 -0.220
N 2.423 1.934 1.035
N 0.079 0.366 0.912
O 4.056 3.117 -0.181
O -0.998 -0.028 -1.094
O -2.695 -2.944 -0.680
Cl -0.048 -1.239 1.486
H -0.007 1.719 -0.471
H -3.608 -2.920 -0.855
H 1.569 1.529 1.109
H -1.056 -0.919 -0.671
H -2.596 -3.896 -0.822
```

As for the net charge: 0. The calculation puts the total energy at -23798.7574 eV. The value obtained for the highest occupied orbital energy is -10.399 eV. The energy above the lowest of the compared OMol25 structures with the same formula, charge and spin is 1.029 eV. Its SMILES is O/C=N\Cl.N=C=O.O. As for the LUMO energy: 0.33 eV.

=====

Q: energy above the lowest of the compared OMol25 structures with the same formula, charge and spin of number 1 (C5H11N)?
A: 4.018 eV

=====

Q: The highest energy above the lowest of the compared OMol25 structures with the same formula, charge and spin belongs to which entry?
A: CH14FeO6

=====

Q: Number 2 is which compound?
A: CH14FeO6

=====

Q: What is the net charge in the second record?
A: +2